{
  "formula": "C58H125N7O7",
  "method": "ωB97M-V/def2-TZVPD",
  "e_lumo_ev": 0.53,
  "smiles": "CC1(C)CCCC(C)(C)N1O.CC1(C)CCCC(C)(C)N1O.CC1(C)CCCC(C)(C)N1O.CC1(C)CCCC(C)(C)N1O.CC1(C)CCCC(C)(C)N1O.CC1(C)CCCC(C)(C)N1O.COC[C@H](C)N",
  "largest_force_ev_per_a": 2.61,
  "relative_energy_kcal_mol": 0.8,
  "homo_energy_ev": -7.82,
  "gap_ev": 8.35,
  "energy_ha": -3194.52930,
  "elements": ["C", "C", "C", "O", "C", "N", "H", "H", "H", "H", "H", "H", "H", "H", "H", "H", "H", "C", "C", "C", "C", "C", "C", "N", "O", "C", "C", "C", "H", "H", "H", "H", "H", "H", "H", "H", "H", "H", "H", "H", "H", "H", "H", "H", "H", "H", "H", "C", "C", "C", "C", "C", "C", "N", "O", "C", "C", "C", "H", "H", "H", "H", "H", "H", "H", "H", "H", "H", "H", "H", "H", "H", "H", "H", "H", "H", "H", "C", "C", "C", "C", "C", "C", "N", "O", "C", "C", "C", "H", "H", "H", "H", "H", "H", "H", "H", "H", "H", "H", "H", "H", "H", "H", "H", "H", "H", "H", "C", "C", "C", "C", "C", "C", "N", "O", "C", "C", "C", "H", "H", "H", "H", "H", "H", "H", "H", "H", "H", "H", "H", "H", "H", "H", "H", "H", "H", "H", "C", "C", "C", "C", "C", "C", "N", "O", "C", "C", "C", "H", "H", "H", "H", "H", "H", "H", "H", "H", "H", "H", "H", "H", "H", "H", "H", "H", "H", "H", "C", "C", "C", "C", "C", "C", "N", "O", "C", "C", "C", "H", "H", "H", "H", "H", "H", "H", "H", "H", "H", "H", "H", "H", "H", "H", "H", "H", "H", "H"],
  "xyz": [[-0.527, -1.977, -2.611], [-0.991, -1.840, -1.176], [-0.531, -0.555, -0.499], [0.787, -0.849, -0.012], [1.368, 0.350, 0.486], [-2.459, -1.936, -1.157], [0.557, -1.824, -2.608], [-0.923, -1.161, -3.221], [-0.807, -2.922, -3.073], [-0.549, -2.660, -0.591], [-1.224, -0.294, 0.308], [-0.539, 0.264, -1.225], [2.394, 0.137, 0.789], [0.900, 0.545, 1.462], [1.311, 1.240, -0.139], [-2.741, -2.788, -1.639], [-2.677, -2.220, -0.200], [-4.306, -5.851, -1.854], [-3.986, -6.464, -0.459], [-3.976, -8.016, -0.583], [-2.793, -8.593, -1.320], [-1.550, -8.101, -0.593], [-1.364, -6.577, -0.487], [-2.655, -6.017, -0.071], [-2.607, -4.674, 0.374], [-0.327, -6.308, 0.600], [-0.886, -6.013, -1.826], [-5.077, -6.102, 0.549], [-5.321, -6.174, -2.121], [-3.680, -6.226, -2.656], [-4.381, -4.771, -1.725], [-4.013, -8.489, 0.400], [-4.859, -8.269, -1.181], [-2.860, -8.375, -2.387], [-2.750, -9.678, -1.192], [-0.698, -8.538, -1.129], [-1.481, -8.536, 0.408], [-0.016, -5.262, 0.551], [-0.853, -6.389, 1.554], [0.524, -6.980, 0.517], [0.054, -6.509, -2.071], [-1.585, -6.139, -2.653], [-0.831, -4.924, -1.737], [-5.198, -5.017, 0.543], [-4.739, -6.358, 1.556], [-6.012, -6.617, 0.346], [-2.504, -4.797, 1.323], [-0.544, 0.111, -5.249], [-2.007, 0.715, -5.108], [-2.084, 1.697, -3.959], [-1.344, 3.024, -4.163], [-1.972, 3.644, -5.397], [-1.893, 2.741, -6.622], [-2.454, 1.433, -6.295], [-2.624, 0.644, -7.457], [-2.792, 3.502, -7.627], [-0.413, 2.709, -7.068], [-3.012, -0.431, -4.802], [-0.583, -0.895, -4.833], [0.083, 0.739, -4.614], [-0.144, 0.109, -6.257], [-3.143, 1.890, -3.757], [-1.799, 1.217, -3.015], [-0.267, 2.847, -4.156], [-1.500, 3.702, -3.318], [-1.463, 4.602, -5.556], [-3.000, 3.946, -5.183], [-3.842, 3.440, -7.336], [-2.415, 4.502, -7.815], [-2.814, 2.955, -8.577], [0.262, 2.689, -6.217], [-0.248, 1.784, -7.628], [-0.052, 3.491, -7.738], [-2.605, -1.199, -4.142], [-3.143, -0.968, -5.743], [-3.920, -0.041, -4.349], [-3.581, 0.534, -7.483], [2.059, 5.394, -6.458], [3.301, 4.630, -5.995], [4.532, 5.536, -5.845], [4.476, 6.263, -4.526], [4.364, 5.266, -3.350], [3.101, 4.370, -3.441], [3.131, 3.788, -4.796], [2.222, 2.734, -4.918], [3.285, 3.211, -2.407], [1.910, 5.254, -3.089], [3.697, 3.640, -7.134], [1.892, 5.402, -7.536], [1.941, 6.434, -6.140], [1.194, 4.885, -6.024], [5.526, 5.096, -5.917], [4.340, 6.243, -6.658], [3.632, 6.957, -4.499], [5.387, 6.842, -4.353], [4.262, 5.930, -2.487], [5.328, 4.760, -3.288], [4.132, 2.575, -2.682], [3.656, 3.575, -1.446], [2.384, 2.608, -2.328], [0.933, 4.785, -2.970], [2.086, 5.637, -2.077], [1.845, 6.134, -3.727], [3.904, 4.260, -8.010], [2.958, 2.896, -7.442], [4.590, 3.047, -6.927], [2.746, 1.953, -5.133], [4.179, 1.272, 7.530], [4.952, 0.183, 6.768], [4.291, -1.173, 7.047], [2.991, -1.304, 6.262], [3.231, -1.089, 4.783], [3.857, 0.279, 4.429], [5.014, 0.420, 5.328], [5.962, 1.390, 4.949], [4.406, 0.223, 2.982], [2.873, 1.437, 4.499], [6.352, 0.056, 7.322], [4.560, 2.257, 7.260], [3.103, 1.135, 7.468], [4.415, 1.196, 8.598], [4.869, -2.070, 6.819], [3.982, -1.207, 8.095], [2.560, -2.305, 6.362], [2.211, -0.602, 6.575], [2.263, -1.133, 4.273], [3.871, -1.909, 4.448], [3.901, -0.575, 2.432], [5.451, -0.079, 2.898], [4.268, 1.186, 2.494], [3.365, 2.410, 4.463], [2.374, 1.415, 5.475], [2.039, 1.398, 3.793], [7.027, 0.913, 7.244], [6.433, -0.294, 8.353], [6.945, -0.705, 6.794], [6.695, 0.855, 4.626], [-4.771, -2.509, 3.794], [-3.233, -2.405, 3.896], [-2.889, -1.278, 4.876], [-1.414, -1.281, 5.289], [-1.088, -2.665, 5.860], [-1.365, -3.816, 4.885], [-2.745, -3.683, 4.389], [-3.028, -4.723, 3.473], [-0.302, -3.844, 3.765], [-1.318, -5.110, 5.708], [-2.697, -1.958, 2.533], [-5.161, -1.521, 3.533], [-5.218, -2.805, 4.740], [-5.059, -3.164, 2.972], [-3.257, -0.363, 4.405], [-3.499, -1.272, 5.787], [-1.160, -0.557, 6.064], [-0.806, -1.056, 4.411], [-1.560, -2.869, 6.824], [-0.022, -2.656, 6.110], [-0.705, -3.782, 2.755], [0.338, -2.950, 3.768], [0.456, -4.620, 3.883], [-2.155, -5.272, 6.391], [-1.381, -5.973, 5.038], [-0.384, -5.194, 6.265], [-2.997, -2.708, 1.790], [-1.617, -1.837, 2.512], [-3.243, -1.082, 2.181], [-3.337, -5.456, 4.016], [-2.328, 3.847, 2.815], [-1.331, 2.858, 2.185], [-1.919, 2.384, 0.840], [-1.602, 3.255, -0.381], [-0.130, 3.662, -0.361], [0.366, 4.339, 0.925], [0.006, 3.499, 2.074], [0.494, 4.007, 3.298], [1.912, 4.435, 0.917], [-0.245, 5.730, 1.011], [-1.163, 1.666, 3.135], [-3.325, 3.409, 2.900], [-2.406, 4.768, 2.240], [-2.042, 4.102, 3.838], [-1.819, 1.314, 0.658], [-3.004, 2.491, 0.949], [-2.219, 4.068, -0.762], [-1.669, 2.539, -1.209], [0.041, 4.417, -1.130], [0.555, 2.831, -0.549], [2.151, 4.875, 1.885], [2.370, 3.450, 0.854], [2.286, 5.107, 0.146], [0.263, 6.489, 0.407], [-1.299, 5.882, 0.763], [-0.188, 6.125, 2.032], [-2.124, 1.152, 3.205], [-0.860, 1.973, 4.134], [-0.460, 0.982, 2.654], [0.749, 3.193, 3.741]]
}



{
  "formula": "C27H27N3O5",
  "method": "ωB97M-V/def2-TZVPD",
  "e_lumo_ev": -0.36,
  "smiles": "COc1ccc(-c2cc(-c3nnc(COC(=O)CC4CCCC4)o3)c3ccccc3n2)cc1OC",
  "largest_force_ev_per_a": 1.58,
  "relative_energy_kcal_mol": 59.7,
  "homo_energy_ev": -7.88,
  "gap_ev": 7.53,
  "energy_ha": -1585.52875,
  "elements": ["C", "H", "O", "C", "C", "C", "C", "C", "C", "O", "C", "H", "H", "H", "H", "C", "N", "C", "C", "C", "C", "C", "C", "C", "C", "H", "C", "N", "N", "C", "O", "C", "H", "H", "O", "C", "O", "C", "H", "H", "C", "C", "H", "H", "C", "H", "H", "C", "H", "H", "C", "H", "H", "H", "H", "H", "H", "H", "H", "H", "H", "H"],
  "xyz": [[8.581, 1.252, -1.082], [8.384, 1.010, -2.131], [7.464, 1.843, -0.467], [6.307, 1.116, -0.357], [6.168, -0.171, -0.869], [4.986, -0.873, -0.757], [3.883, -0.302, -0.129], [4.020, 0.978, 0.397], [5.206, 1.697, 0.302], [5.142, 2.933, 0.875], [6.295, 3.726, 1.049], [5.957, 4.594, 1.615], [6.710, 4.055, 0.094], [7.065, 3.200, 1.616], [3.215, 1.460, 0.927], [2.638, -1.068, -0.021], [2.734, -2.373, -0.142], [1.635, -3.137, -0.044], [1.792, -4.533, -0.181], [0.711, -5.363, -0.081], [-0.567, -4.836, 0.158], [-0.756, -3.487, 0.295], [0.335, -2.605, 0.198], [0.247, -1.188, 0.309], [1.394, -0.433, 0.192], [1.337, 0.642, 0.248], [-1.007, -0.503, 0.544], [-2.175, -0.995, 0.832], [-3.020, 0.035, 0.992], [-2.340, 1.116, 0.789], [-1.053, 0.856, 0.508], [-2.830, 2.522, 0.848], [-2.850, 2.881, 1.880], [-2.160, 3.146, 0.245], [-4.163, 2.625, 0.383], [-4.382, 2.147, -0.859], [-3.495, 1.734, -1.557], [-5.842, 2.171, -1.206], [-6.348, 2.922, -0.601], [-5.946, 2.404, -2.266], [-6.432, 0.779, -0.924], [-6.349, 0.398, 0.562], [-5.419, -0.114, 0.802], [-6.407, 1.299, 1.176], [-7.588, -0.459, 0.796], [-7.841, -0.549, 1.851], [-7.434, -1.459, 0.390], [-8.657, 0.275, -0.007], [-8.987, 1.156, 0.546], [-9.530, -0.343, -0.212], [-7.932, 0.696, -1.289], [-8.084, -0.049, -2.070], [-8.306, 1.649, -1.663], [-5.868, 0.055, -1.516], [-1.735, -3.076, 0.480], [-1.410, -5.507, 0.233], [0.834, -6.431, -0.186], [2.786, -4.910, -0.363], [4.899, -1.869, -1.159], [6.999, -0.638, -1.372], [9.369, 2.002, -1.030], [8.905, 0.351, -0.552]]
}



{
  "formula": "CH2N2S2",
  "method": "ωB97M-V/def2-TZVPD",
  "e_lumo_ev": -1.52,
  "smiles": "S=[NH+][S-].C#N",
  "largest_force_ev_per_a": 2.97,
  "relative_energy_kcal_mol": 48.6,
  "homo_energy_ev": -8.79,
  "gap_ev": 7.27,
  "energy_ha": -945.08610,
  "elements": ["C", "N", "N", "S", "S", "H", "H"],
  "xyz": [[-1.027, -0.203, -0.034], [-0.254, 0.522, 0.379], [2.810, -0.006, 0.049], [3.722, 1.288, 0.037], [3.297, -1.532, -0.071], [-1.591, -1.034, -0.204], [1.777, 0.344, -0.126]]
}



{
  "formula": "C7H9N5S",
  "method": "ωB97M-V/def2-TZVPD",
  "e_lumo_ev": -0.28,
  "smiles": "CCCn1cnc2ncnn2c1=S",
  "largest_force_ev_per_a": 5.90,
  "relative_energy_kcal_mol": 48.4,
  "homo_energy_ev": -8.92,
  "gap_ev": 8.64,
  "energy_ha": -943.99157,
  "elements": ["C", "C", "C", "C", "C", "C", "C", "H", "H", "H", "H", "H", "H", "H", "H", "H", "N", "N", "N", "N", "N", "S"],
  "xyz": [[-1.886, -0.817, 1.133], [-2.550, 0.329, 0.268], [-1.624, 0.409, -0.989], [0.263, -1.237, -0.761], [2.365, -0.563, -0.220], [3.972, 0.613, 0.303], [0.572, 1.148, -0.284], [-2.170, -0.731, 2.299], [-2.464, -1.740, 0.906], [-0.871, -1.148, 1.316], [-3.702, -0.099, -0.140], [-2.798, 1.346, 0.788], [-1.706, -0.463, -1.616], [-1.768, 1.434, -1.469], [-0.426, -2.080, -0.810], [4.927, 0.991, 0.298], [-0.192, 0.092, -0.679], [1.535, -1.489, -0.565], [3.637, -0.745, 0.050], [2.946, 1.482, 0.190], [1.834, 0.660, 0.144], [0.109, 2.606, -0.162]]
}



{
  "formula": "C2H6N4OS",
  "method": "ωB97M-V/def2-TZVPD",
  "e_lumo_ev": 0.63,
  "smiles": "N/N=C\\N(O)/C=N/S",
  "largest_force_ev_per_a": 4.53,
  "relative_energy_kcal_mol": 134.6,
  "homo_energy_ev": -8.48,
  "gap_ev": 9.11,
  "energy_ha": -772.08377,
  "elements": ["C", "C", "H", "H", "H", "H", "H", "H", "N", "N", "N", "N", "O", "S"],
  "xyz": [[-1.148, -1.475, 0.563], [0.183, 0.266, -0.148], [-1.854, 0.518, 2.277], [-1.796, -0.511, 3.618], [-0.965, -2.470, 0.000], [-0.233, -1.055, -2.133], [0.399, 0.536, 0.944], [2.782, 1.472, -2.228], [-1.376, -0.285, 2.618], [-1.403, -1.444, 1.832], [-1.015, -0.314, -0.323], [0.933, 0.603, -1.151], [-1.137, -0.741, -1.616], [2.286, 1.549, -0.804]]
}



{
  "formula": "C11H12NO3",
  "method": "ωB97M-V/def2-TZVPD",
  "e_lumo_ev": -3.76,
  "total_charge": 1,
  "largest_force_ev_per_a": 5.87,
  "relative_energy_kcal_mol": 47.5,
  "homo_energy_ev": -10.99,
  "gap_ev": 7.23,
  "energy_ha": -706.46515,
  "elements": ["C", "C", "C", "C", "C", "C", "C", "C", "C", "C", "C", "N", "O", "O", "O", "H", "H", "H", "H", "H", "H", "H", "H", "H", "H", "H", "H"],
  "xyz": [[3.538, 1.649, -0.018], [3.317, 1.126, -1.261], [2.926, 1.046, 1.084], [2.488, -0.019, -1.458], [1.876, 0.127, 0.938], [1.666, -0.420, -0.365], [-4.054, 1.213, 1.614], [0.041, -2.250, -1.448], [0.578, -1.382, -0.500], [-1.145, -2.490, 0.350], [-3.091, 1.425, 0.602], [-1.014, -3.000, -0.840], [-3.435, 0.972, -0.635], [-0.226, -1.598, 0.597], [-1.950, 2.234, 0.730], [4.343, 2.379, 0.069], [3.908, 1.417, -2.129], [3.146, 1.293, 2.039], [2.391, -0.530, -2.416], [1.344, -0.166, 1.797], [-3.732, 1.572, 2.605], [-4.703, 0.405, 1.515], [-3.218, 1.594, -1.645], [0.367, -2.486, -2.492], [-1.422, -3.729, -1.511], [-1.868, -2.791, 1.059], [-2.073, 2.409, 1.717]]
}